The following is a quantum chemistry calculation of a 12-piece molecular cluster, H24O12 overall, from OMol25.

```
! wB97M-V def2-TZVPD RIJCOSX def2/J DEFGRID3
* xyz 1 2
O 1.19991 0.27738 2.09659
H 0.45285 0.58617 2.60921
H 1.25574 -0.65775 2.29312
O -1.76005 1.93203 -0.55335
H -1.36476 2.03756 -1.41871
H -1.34636 2.60795 -0.01650
O 2.45597 2.53418 0.68359
H 3.17540 2.30423 0.09555
H 2.17227 1.69838 1.05397
O -0.43936 -3.50466 -2.28787
H -0.94628 -3.35548 -1.48974
H -0.77024 -2.85433 -2.90739
O -1.28540 -2.69570 0.41474
H -0.45915 -2.69369 0.89800
H -1.86163 -3.26299 0.92695
O 0.20805 -0.20828 -0.39864
H -0.15812 -1.06558 -0.18143
H 0.54664 0.12554 0.43211
O -2.17332 0.83069 1.87774
H -1.92633 1.32822 1.09820
H -2.76596 1.41124 2.35520
O 0.97443 -2.49168 1.84237
H 0.66799 -2.38546 2.74295
H 1.92908 -2.49347 1.91234
O -3.05582 -0.57000 -0.59876
H -2.64446 -1.15266 0.03963
H -2.75233 0.30470 -0.35580
O 2.57600 -1.03873 -2.04107
H 2.03295 -0.91105 -1.26324
H 3.36641 -0.52713 -1.86854
O 0.19930 3.64258 0.05936
H 0.80784 3.07466 0.53198
H 0.65827 3.86469 -0.75074
O 0.40259 1.48624 -2.65587
H 0.26434 0.83011 -3.33895
H 0.36351 0.99209 -1.83701
*
```

Properties
Electronic energy (a.u.): -916.88686
<S²>: 0.755
Energy above the lowest of the compared OMol25 structures with the same formula, charge and spin (kJ/mol): 115.7
Orbital gap (spin up / spin down) (eV): 10.3958 / 3.2227
Lowest unoccupied orbital energy (spin up / spin down) (eV): -3.50 / -10.62